Record 1
ORCA calculation (ωB97M-V/def2-TZVPD) on 2 unconnected molecules or ions with the total composition C5H15NO in a non-equilibrium geometry.

Properties
* E: -329.46874 hartree

Last column: natural (NBO) charge in e.
Atoms and positions in Å:
C -1.8200 -0.1932 -0.9380  -0.62
C -0.4486 -0.1106 -0.2766  -0.22
N -0.5584 0.3901 1.0953  -0.62
C 0.5502 -0.0180 1.9788  -0.05
C 1.9151 0.5402 1.5125  -0.64
C 0.2263 0.4531 3.3938  -0.62
H -2.5582 -0.6045 -0.2367  0.21
H -2.2388 0.7917 -1.1368  0.21
H -1.7534 -0.8811 -1.7723  0.21
H 0.1335 0.5970 -0.8695  0.17
H 0.0830 -1.0604 -0.2391  0.19
H -0.5786 1.4051 1.0691  0.35
H 0.6343 -1.0943 1.9089  0.19
H 2.2012 1.4620 2.0219  0.20
H 1.9587 0.7496 0.4471  0.21
H 2.7143 -0.2016 1.6360  0.21
H -0.6948 1.0377 3.4701  0.22
H 1.0259 1.0538 3.7909  0.20
H 0.0925 -0.3292 4.1352  0.22
O 0.0045 -1.0943 -6.9918  -0.94
H -0.8705 -0.8888 -7.3261  0.47
H -0.0184 -2.0044 -6.6728  0.47

Atoms 1-2, force components in eV/Å:
-0.2694 -0.6371 1.1277
-0.3372 0.9112 0.2789

***

Record 2
ORCA calculation (ωB97M-V/def2-TZVPD) on C18H20N4O in the gas phase in a non-equilibrium geometry.

Properties
* E: -992.18886 hartree

Last column: natural (NBO) charge in e.
Atoms and positions in Å:
C 4.0799 1.4694 1.5601  -0.62
C 4.1588 0.0697 0.9653  -0.38
C 3.4553 -0.0207 -0.3970  -0.44
C 1.9858 0.2432 -0.2692  0.16
C 1.1516 -0.7586 0.2410  -0.40
C -0.2069 -0.5786 0.4072  0.49
N -1.0553 -1.5389 0.8774  -0.59
C -0.8162 -2.9592 0.7690  -0.21
C -1.3526 -3.5609 -0.5385  -0.44
C -0.7760 -2.8831 -1.7882  -0.07
O -1.2885 -1.5884 -1.9986  -0.72
N -0.7284 0.6546 0.1436  -0.37
C 0.0539 1.6789 -0.4287  0.42
N -0.6329 2.7562 -0.6938  -0.47
C -1.9062 2.4955 -0.2980  0.12
C -3.0164 3.3331 -0.3604  -0.20
C -4.2105 2.8638 0.1365  -0.21
C -4.3014 1.5954 0.7088  -0.23
C -3.2116 0.7487 0.7822  -0.26
C -2.0053 1.1858 0.2492  0.13
C 1.4368 1.4603 -0.6332  -0.30
C 2.2104 2.4904 -1.1983  0.30
N 2.8743 3.3070 -1.6570  -0.33
H 3.0482 1.7439 1.7690  0.21
H 4.4904 2.2010 0.8683  0.22
H 4.6417 1.5178 2.4902  0.21
H 5.2062 -0.2085 0.8314  0.21
H 3.7072 -0.6470 1.6558  0.19
H 3.6095 -1.0217 -0.8084  0.22
H 3.9028 0.7058 -1.0770  0.23
H 1.5956 -1.7085 0.4869  0.22
H -2.0288 -1.3047 0.7522  0.39
H -1.3154 -3.4428 1.6155  0.21
H 0.2513 -3.1561 0.8531  0.20
H -1.1005 -4.6215 -0.5611  0.22
H -2.4430 -3.4729 -0.5598  0.20
H -0.9643 -3.5167 -2.6650  0.17
H 0.3036 -2.7553 -1.6832  0.18
H -2.2117 -1.6494 -2.2681  0.47
H -2.9176 4.3196 -0.7824  0.23
H -5.0910 3.4879 0.1025  0.21
H -5.2456 1.2665 1.1174  0.21
H -3.3375 -0.2009 1.2834  0.20

Atoms 1-2, force components in eV/Å:
0.0537 -0.1871 0.0191
-0.0185 0.1565 -0.0411

***

Record 3
ORCA calculation (ωB97M-V/def2-TZVPD) on C16H20N2O5S in the gas phase in a non-equilibrium geometry.

Properties
* E: -1505.63703 hartree

Last column: natural (NBO) charge in e.
Atoms and positions in Å:
C 1.4512 2.8363 0.4166  -0.65
C 2.8236 2.2762 0.7658  -0.07
O 3.0753 0.9945 0.1808  -0.52
C 2.4028 -0.0507 0.6456  0.84
O 1.6099 0.0031 1.5537  -0.64
C 2.8122 -1.3443 -0.0525  -0.31
C 1.6348 -2.3267 -0.0287  -0.41
C 0.6415 -1.9393 -1.1390  -0.24
N 0.8565 -0.5475 -1.4655  -0.69
S -0.4499 0.2372 -2.1696  2.33
O -0.8777 -0.4467 -3.3603  -0.95
O -0.0676 1.6138 -2.3022  -0.94
C -1.7291 0.0901 -0.9279  -0.36
C -3.0276 -0.0974 -1.3649  -0.15
C -4.0752 -0.1699 -0.4568  -0.26
C -3.7661 -0.0466 0.8862  0.17
C -2.4460 0.1403 1.3258  0.02
C -1.4136 0.2132 0.4187  -0.20
C -2.4535 0.2240 2.8169  -0.55
C -3.9255 0.0595 3.1698  0.69
O -4.4384 0.0541 4.2580  -0.57
N -4.6036 -0.0881 1.9826  -0.60
C 2.0823 -0.3604 -2.2226  -0.24
C 3.2331 -1.0751 -1.4977  -0.41
H 1.4382 3.9036 0.6197  0.22
H 1.2192 2.6704 -0.6334  0.24
H 0.6821 2.3588 1.0166  0.22
H 2.9358 2.1939 1.8528  0.19
H 3.6177 2.9079 0.3622  0.19
H 3.6509 -1.7585 0.5170  0.24
H 1.9883 -3.3463 -0.1790  0.21
H 1.1540 -2.2640 0.9478  0.24
H 0.7814 -2.5657 -2.0313  0.19
H -0.3910 -2.0557 -0.8069  0.23
H -3.1990 -0.1943 -2.4249  0.25
H -5.0905 -0.3172 -0.7895  0.22
H -0.3913 0.3323 0.7349  0.26
H -1.8564 -0.5570 3.2895  0.26
H -2.0821 1.1797 3.1896  0.26
H -5.6028 -0.2119 1.9342  0.42
H 1.9621 -0.7486 -3.2441  0.20
H 2.2504 0.7150 -2.2817  0.24
H 4.1318 -0.4619 -1.5285  0.24
H 3.4516 -2.0301 -1.9778  0.21

Atoms 1-2, force components in eV/Å:
0.2489 -0.2729 0.0053
-0.2203 0.4599 0.3510